Molecular formula: C11H17BF9N3O8P2S2
Method: DFT, ωB97M-V/def2-TZVPD

The value obtained for the highest occupied orbital energy is -9.1 eV. For the HOMO-LUMO gap, the calculation gives 0.3241 Eh. As for the charge: 0. As for the multiplicity: 1.

CARTESIAN COORDINATES (ANGSTROEM)
P 1.040 -2.380 1.057
H 5.198 0.498 1.806
H 3.806 1.477 2.207
H 1.898 1.003 2.758
C 1.110 -0.854 -0.059
O -2.390 1.115 0.633
H 4.000 -1.136 1.123
F -1.884 -1.868 -1.307
O 0.998 0.777 2.488
C -3.747 -2.145 0.148
F -5.772 -1.533 -0.940
H -0.152 2.907 -1.052
F -4.630 -0.175 2.053
O 2.471 -3.065 0.764
O 0.403 -0.448 -3.467
N 1.767 2.489 0.673
B 1.514 2.640 -2.461
H 3.073 -0.955 -0.845
S -1.647 -0.114 0.711
H 0.368 -1.807 2.977
C 4.230 0.832 1.420
H 1.354 -2.132 -1.795
H -1.234 0.627 -1.665
F -5.861 -2.573 0.970
C 0.099 2.221 -1.866
H 2.605 0.697 -0.522
H 2.530 2.546 1.344
F -3.837 -3.192 -0.693
N 0.847 -1.346 -1.410
S -0.417 -3.586 0.739
P 0.347 1.743 1.343
O -1.461 -0.749 1.985
F -3.367 -2.584 1.345
O 2.063 3.878 -2.108
C -0.168 0.757 -1.439
H 3.073 1.670 -3.202
F -6.719 -0.279 1.516
F -5.348 0.772 0.241
O 2.155 1.879 -3.407
C 2.600 -0.307 -0.089
C -2.676 -1.183 -0.498
C -5.222 -1.612 0.274
H -0.637 2.447 -2.652
C -5.482 -0.278 1.035
H 2.589 3.854 -1.302
C 0.012 0.297 0.047
N 3.390 -0.332 1.139
F -3.356 -0.305 -1.262
C 0.422 -0.367 -2.270
H 4.425 1.453 0.534
H 2.894 -2.789 -0.057
H 1.490 3.450 0.474
O 1.240 -1.937 2.564